The following is a DFT calculation (ωB97M-V with the def2-TZVPD basis set) of C45H46BiBrN5O7PS2Sb as an isolated structure.

Computed properties:
Molecular weight in g/mol: 1274.64
Net charge: -1
2S+1: 1
HOMO in eV: -5.48
Relative energy (zero: lowest compared OMol25 entry of this formula, charge and spin) in kcal per mole: 8.84
Electronic energy in hartree: -6709.69070
Frontier orbital gap in eV: 7.70

Last column: Löwdin charge in e.
Geometry (Å):
C 1.5451 -6.1857 -0.9307  -0.35
H -2.9170 -4.4877 -2.6803  0.08
H 0.8942 -8.1041 -1.6414  0.10
P 1.7424 2.8939 0.1464  -0.07
C -2.0357 0.8299 -3.5840  -0.16
C 3.6569 2.2044 -3.1054  -0.04
C -2.1206 -3.0310 0.7922  -0.49
C 3.5215 2.8357 2.2811  -0.45
H 3.3293 0.7206 1.8200  0.03
C 1.8684 -0.7707 -2.6532  -0.03
C -5.4917 5.2119 -0.8202  -0.11
C -3.5511 -3.3706 -0.9758  -0.35
C -0.8087 0.2208 5.7283  -0.01
C -3.3771 2.1090 -0.4920  -0.41
H -2.1298 2.2367 -6.6708  0.09
C -1.3305 -0.2495 3.3098  -0.64
C -0.3112 2.4945 -3.8141  -0.02
H 4.2625 -0.9782 -1.3606  0.11
O -2.4989 0.0691 3.4664  0.05
H 1.5224 0.2613 -2.5844  0.05
C 0.9999 -0.3717 4.2561  -0.10
H 5.5265 3.7666 -1.8544  0.08
H 3.3456 2.4044 4.3778  0.06
C -0.4985 -7.2219 -0.2527  -0.08
H -2.5203 -1.2078 -2.8182  0.10
H -3.6992 6.0781 1.9298  0.11
C 2.5413 -2.2432 1.2523  -0.14
C -0.7393 2.7461 -5.1052  -0.10
O -0.4604 1.2602 -1.8191  -0.37
N 1.0908 -1.7054 -0.5661  0.01
O 2.7404 3.4743 1.2574  -0.33
C 3.6307 -1.7746 0.5333  -0.07
H 1.3469 -0.6208 3.2623  0.07
H 2.6749 1.9964 -3.5258  0.06
C 2.7137 2.7674 3.5640  -0.06
C -0.3551 -0.1430 4.4677  -0.12
H -1.6598 -6.0474 1.1220  0.09
H 5.3980 2.2520 -0.9459  0.08
O 2.7328 2.1516 -0.8982  -0.32
C 2.8303 -6.1543 -1.7080  -0.04
H 1.0767 -1.3537 -3.1247  0.09
H -1.8662 0.4107 5.8545  0.12
H -2.2405 2.9691 1.5065  0.07
C -3.7434 -3.8401 -2.3899  -0.04
H -4.6824 -4.3833 -2.4961  0.07
C -3.4950 4.2372 0.8828  -0.26
C 1.8753 -0.2432 5.3167  -0.66
C -2.7073 -0.1411 -2.6978  -0.16
H -5.6220 -2.8942 -0.6737  0.11
O -2.4814 1.6495 0.3621  -0.29
C -3.9352 3.4560 -0.2005  -0.07
Bi -1.0789 0.0505 -0.0978  1.79
C -3.1534 -2.5790 1.6035  -0.13
C 4.8999 3.2007 -1.1615  -0.05
C 4.1002 1.4907 1.8798  -0.08
H 4.6195 -1.7683 0.9763  0.11
C -1.7998 2.0369 -5.6596  -0.12
H -5.2556 -2.1354 1.6730  0.11
C 0.1721 -5.0693 0.5447  -0.44
H 2.1488 0.2079 7.3952  0.09
H 0.4854 3.0668 -3.3555  0.08
H 3.6802 -6.1451 -1.0237  0.08
C -4.6368 -2.9235 -0.2253  -0.04
S 0.7878 1.3844 1.1465  0.42
N -3.7799 1.4940 -1.5471  0.08
C 1.4413 0.1105 6.5831  -0.13
C -5.0453 5.9795 0.2534  -0.10
C -0.7509 -6.1158 0.5355  -0.13
Sb -0.2054 -3.3032 1.7559  1.52
N 1.2983 -5.1177 -0.1654  0.08
O -0.7868 -0.6776 2.2205  -0.45
H -6.2617 5.5851 -1.4828  0.09
H 2.6653 -2.6272 2.2583  0.08
H 2.8814 -5.2386 -2.2980  0.08
N -3.4122 0.1731 -1.6759  -0.02
H 4.1842 1.2575 -2.9623  0.07
C 0.0861 0.3442 6.7810  -0.07
C -0.9368 1.5156 -3.0295  -0.36
S 0.7263 4.3523 -0.6076  0.31
H 2.3303 3.7537 3.8235  0.09
C 3.4353 -1.3286 -0.7569  -0.03
H 1.8701 2.0844 3.4497  0.03
H -1.2007 -8.0466 -0.2895  0.10
H 4.3504 3.5362 2.4159  0.14
H 4.8038 3.7695 -0.2379  0.07
C 0.6671 -7.2583 -1.0046  -0.05
H 4.2208 2.8078 -3.8193  0.08
H 3.0263 3.8992 -1.9558  0.09
C -2.4431 1.0828 -4.8863  -0.05
H -2.9542 -2.2592 2.6175  0.08
H -3.7729 -2.9856 -3.0686  0.06
H 2.9219 -7.0138 -2.3718  0.07
C -4.9342 3.9678 -1.0320  -0.04
H 4.8249 1.1936 2.6403  0.06
H 2.7636 -0.8061 -3.2734  0.08
H -0.2655 0.6308 7.7642  0.10
H -5.4683 6.9605 0.4349  0.09
N -2.3130 -3.4046 -0.4792  0.08
H 4.6063 1.5487 0.9147  0.06
C -4.4339 -2.5094 1.0757  -0.05
C -4.0630 5.4987 1.0912  -0.02
H -3.2898 0.5368 -5.2876  0.11
C 2.1445 -1.2949 -1.2788  -0.33
H -0.2420 3.5135 -5.6873  0.10
Br 3.7316 -0.5535 5.0242  0.73
H -5.2543 3.3516 -1.8612  0.10
O -2.5549 3.8587 1.7619  0.07
C 3.5412 2.9498 -1.7927  -0.48
C 1.2903 -2.2165 0.6543  -0.49

Forces on atoms 1 to 3 (eV/Å):
C -0.02 -0.01 0.01
H -0.01 0.04 0.00
H 0.00 0.00 0.00



The following is a DFT calculation (ωB97M-V with the def2-TZVPD basis set) of C45H46F6N5OP2S2Ti as an isolated structure in a non-equilibrium geometry.

Computed properties:
Molecular weight in g/mol: 960.83
Net charge: +2
2S+1: 2
HOMO (spin up / spin down) in eV: -13.12 / -13.13
Electronic energy in hartree: -5019.05157
Frontier orbital gap (spin up / spin down) in eV: 7.13 / 7.38
⟨S²⟩: 0.7541

Last column: Löwdin charge in e.
Geometry (Å):
H 2.5075 -3.6505 4.6317  0.12
C -3.8599 -2.7098 0.2934  -0.05
N 0.9610 0.8525 4.2527  0.12
H -5.6370 2.1713 -0.2036  0.14
H 0.0771 -5.9454 -2.2439  0.12
H 4.5827 1.9428 2.4263  0.06
H 5.9769 2.7673 1.7293  0.08
C -3.6490 4.7812 -1.4046  -0.04
H -7.2560 6.1535 -1.4791  0.11
F 1.1579 2.4390 -1.1118  -0.31
C 3.9722 2.3944 -0.2875  -0.24
C 5.4403 -3.9744 0.0856  -0.02
C 4.0544 3.3845 0.8855  -0.36
C 0.4294 -4.9285 -2.3526  -0.05
H 3.2973 -2.6152 2.5625  0.11
H 5.3485 2.4092 -2.0114  0.15
H 4.5494 4.2534 0.4351  0.15
H -5.0736 0.8285 0.8151  0.15
P 0.8532 1.7421 -2.6602  0.23
P 1.9429 -1.9548 0.0302  1.06
C -4.5044 4.5467 -0.3287  -0.23
C -2.4399 1.9220 0.3912  -0.67
H 3.4954 -0.0591 2.4773  0.10
H -4.1663 1.4527 -2.0439  0.15
C -4.0256 3.7427 0.8536  -0.10
C -4.8935 -2.8814 -1.8692  -0.04
C 3.7331 -2.2508 0.0041  -0.28
H -6.5165 -4.2722 -2.0279  0.11
N 1.4838 0.6269 2.1498  -0.09
C 5.3347 2.1811 -0.9484  -0.03
H 6.1442 2.7076 -0.4490  0.13
C 6.0702 -1.6704 -0.0746  0.01
C 0.8365 -4.2203 -1.2323  -0.08
H -1.9436 -1.5692 -1.5000  0.09
F 2.2117 0.8379 -2.2599  -0.19
H -0.4606 1.3017 2.7122  0.06
H -4.9540 -2.5820 -2.9094  0.12
C -2.2675 0.4966 -0.0442  -0.60
C 0.5198 0.9667 2.9995  -0.20
H 0.7986 -4.6988 -0.2626  0.10
H -6.3861 -4.9621 0.3419  0.11
C -6.2462 5.7662 -1.4626  -0.06
C 1.3922 -2.7594 1.5593  -0.37
F 0.6203 0.8906 -3.9438  -0.05
F 1.7394 2.8350 -3.3247  -0.04
C 1.2892 -2.9070 -1.3647  -0.35
H -1.3827 -4.1512 2.9161  0.11
H 0.1689 -4.4325 4.8270  0.12
C -4.7927 1.5214 0.0170  -0.08
C 6.4249 -3.0017 0.0250  -0.02
C -5.7730 -3.8357 -1.3749  -0.06
C 4.9355 2.8931 2.0284  -0.04
H 2.1169 4.3129 0.5415  0.08
N -3.6829 2.3707 0.4449  -0.08
S -1.0724 2.8372 0.6664  0.80
H 2.0933 3.0585 1.7849  0.05
C -5.6999 -4.2216 -0.0458  -0.06
C 1.8192 -3.5166 3.8075  -0.06
H 4.9224 3.6119 2.8476  0.09
H 0.9863 -2.5761 -4.7239  0.12
H -3.1134 -2.2708 0.9474  0.08
C -3.9307 -2.3164 -1.0425  -0.22
Ti 1.4224 0.6253 0.0200  0.89
C 4.7275 -1.2675 -0.0915  -0.11
H -0.6154 -3.1038 0.8462  0.06
C 0.0744 -3.2057 1.6730  -0.16
F -0.4838 2.5427 -2.7529  -0.06
C -0.3625 -3.7984 2.8477  -0.05
C -5.3943 5.9940 -2.5314  -0.07
H 0.1677 -4.8988 -4.4803  0.12
H -2.6310 4.4085 -1.3765  0.09
C 2.2637 0.4147 4.2303  -0.03
H 5.7017 -5.0224 0.1410  0.12
H 6.8472 -0.9258 -0.1451  0.13
S -1.0174 -0.4633 0.5953  0.78
H -6.4690 4.8687 0.4728  0.12
N 3.5367 0.9826 0.0554  0.04
H 0.4212 1.0711 5.0753  0.18
H 3.3463 -4.3565 0.1271  0.12
H 7.4710 -3.2748 0.0410  0.12
C 2.5756 0.2717 2.9218  -0.14
C 1.3397 -2.3213 -2.6291  -0.09
C 4.5243 0.1955 -0.2588  -0.29
N -3.1453 0.0195 -0.8933  -0.05
C -2.9857 -1.2746 -1.5865  -0.09
H 1.7057 -1.3141 -2.7564  0.08
C 0.5067 -3.9545 3.9174  -0.05
F 0.0874 0.5700 -1.7126  -0.29
H -4.6906 -3.9533 1.8268  0.11
C -4.3637 0.7711 -1.2129  -0.06
H -5.7379 6.5599 -3.3866  0.11
O 5.5812 0.7705 -0.7989  0.04
H -3.2062 -1.0791 -2.6386  0.14
C -4.0958 5.4995 -2.5016  -0.06
C 2.2622 -2.9229 2.6356  -0.10
C 2.6869 3.8653 1.3566  -0.05
H -3.1449 4.1832 1.3126  0.09
H 2.8294 0.2414 5.1277  0.13
H -3.4279 5.6870 -3.3320  0.11
C 0.9380 -3.0372 -3.7465  -0.05
C -4.7443 -3.6545 0.7884  -0.07
H -5.1186 0.0446 -1.5102  0.14
C 4.1109 -3.5922 0.0750  -0.07
C 0.4797 -4.3394 -3.6086  -0.05
H -4.8108 3.6605 1.6077  0.14
H 2.8031 4.6171 2.1376  0.09
C -5.8020 5.0407 -0.3646  -0.04
H 3.2760 2.7885 -1.0202  0.12

Forces on atoms 1 to 3 (eV/Å):
H 0.00 -0.01 0.00
C 0.01 0.04 0.02
N -0.13 0.09 0.02



The following is a DFT calculation (ωB97M-V with the def2-TZVPD basis set) of C45H48AsFeN5O5PS3Si as an isolated structure.

Computed properties:
Molecular weight in g/mol: 1024.94
2S+1: 6
HOMO (spin up / spin down) in eV: -7.72 / -7.70
Relative energy (zero: lowest compared OMol25 entry of this formula, charge and spin) in kcal per mole: 3.88
Electronic energy in hartree: -7718.57756
Frontier orbital gap (spin up / spin down) in eV: 8.25 / 6.91
⟨S²⟩: 8.7633

Last column: Löwdin charge in e.
Geometry (Å):
H 1.4764 1.2945 6.3052  0.11
C -2.6234 0.2265 1.2825  -0.46
N 1.9788 0.6836 -1.3722  -0.07
H 3.6715 1.8595 -4.5968  0.10
O 0.4231 -1.7666 0.6173  -0.55
C 0.5062 -0.8716 -4.0234  -0.10
C -0.7976 1.6214 3.8161  -0.26
C 2.2130 3.7294 -5.8750  -0.18
C -4.1094 -1.2996 0.5044  -0.10
C 4.5027 0.9557 4.5483  -0.06
H 3.0456 1.9072 2.5237  0.06
H 7.4048 -0.2034 5.8474  0.10
C -1.4553 -3.4112 0.0628  -0.27
C 0.4339 1.5288 4.4532  -0.09
H -2.7473 1.1541 -1.2008  0.06
H 4.3617 -2.0198 2.1389  0.04
C 3.1792 1.5434 -3.6850  -0.07
C -1.8857 1.4507 5.9494  -0.02
H 1.7903 5.3123 -2.9953  0.04
H 2.5601 -0.8837 4.1328  0.03
H -0.1128 -0.0200 -4.2755  0.09
Si 1.1034 3.3951 -4.4043  0.50
C -4.6608 0.1626 2.2509  -0.11
C -0.6528 1.3097 6.5919  -0.31
H -6.0285 -1.3299 1.5020  0.10
C 5.4483 0.6055 5.4999  -0.08
H 1.8252 -2.1993 3.1820  0.03
C -2.9848 0.7658 -2.1785  -0.14
C -2.3074 -0.3517 -2.6666  -0.34
O 0.3786 -3.8496 1.8166  -0.30
P -1.0081 -1.1142 -1.6225  1.10
C -2.6091 -0.7897 -3.9549  -0.11
C 1.4005 1.6331 -2.1321  -0.71
C 5.9823 0.2463 2.8083  -0.06
H 4.4513 -1.5733 0.4288  0.01
C 1.1273 -2.6389 -2.5268  -0.09
N -2.9112 -0.7524 0.4200  0.09
H 7.8810 -0.5130 3.4398  0.10
C -1.9588 1.6181 4.5835  -0.05
C -2.8346 -4.7831 -1.9084  -0.07
S -0.4283 -2.7448 1.3627  0.45
H 1.7317 4.4460 -6.5411  0.03
H 0.1286 4.8458 -2.6420  0.01
C 3.1308 0.1321 -1.7728  -0.13
H 1.3406 1.5812 3.8716  0.07
C 3.7081 1.1162 2.1727  -0.30
H 5.2351 0.7581 6.5496  0.10
H -2.0572 -1.6027 -4.4080  0.10
N -0.5872 1.1747 7.9651  0.10
C 1.9702 2.1103 -3.3283  -0.24
H 3.1565 -2.5988 -5.2357  0.10
H -0.3869 1.9804 -5.7985  0.03
H 0.4954 5.7589 -4.1096  0.03
H 0.2645 0.7905 8.3377  0.09
H 3.5274 -0.6548 -1.1532  0.08
C -3.5814 -0.1566 -4.7166  -0.08
H 6.2013 0.1124 1.7554  0.11
H 3.5584 1.3856 4.8613  0.10
H -1.1255 3.5390 -5.4383  0.04
C 6.6653 0.0690 5.1070  -0.09
S -0.1148 2.1078 -1.4699  0.76
Fe 0.4455 0.2973 0.1013  0.63
C -2.7158 -5.3391 -0.6460  -0.07
C -3.9525 1.4033 -2.9367  -0.07
C -1.6049 -2.8135 -1.1885  -0.31
C 3.7738 -1.8075 1.2444  -0.26
C 0.2774 -1.5762 -2.8478  -0.34
H 2.7931 -3.8380 -3.1179  0.10
H 0.8715 -0.7622 3.5476  0.02
O 0.6030 1.8709 1.6682  -0.46
H 1.7004 -0.6770 -5.7893  0.11
N -3.4629 0.7290 2.1854  0.13
O -1.5040 3.1996 1.8976  -0.26
H -5.0137 1.4362 -4.8022  0.10
H -3.3515 -5.3127 -2.6974  0.11
C -5.0512 -0.8799 1.4305  -0.04
O -1.2564 -2.1057 2.3534  -0.29
H 4.7043 0.0743 -3.2088  0.11
H 0.9812 -3.1877 -1.6036  0.10
H -3.1462 -6.3068 -0.4268  0.11
S -0.8224 1.9557 2.0828  0.63
H -1.1175 2.2766 -4.2123  0.00
H -1.8400 -5.1013 1.3003  0.12
C 0.8555 4.9735 -3.4431  -0.18
C 2.1543 -3.0045 -3.3787  -0.08
H -2.7956 1.4377 6.5355  0.11
C 2.3597 -2.3082 -4.5647  -0.09
H -4.4566 2.2703 -2.5328  0.11
C 6.9302 -0.1054 3.7566  -0.08
H 3.1730 4.1524 -5.5779  0.03
H -5.3396 0.5676 2.9942  0.11
C 3.7750 0.5393 -2.9142  -0.06
H -1.4161 0.8378 8.4245  0.09
N -1.3581 0.7552 1.1637  -0.17
C -2.2764 -3.5415 -2.1693  -0.07
H -2.3696 -3.1412 -3.1671  0.09
C 0.5094 1.3716 5.8234  -0.02
H 4.1568 1.4736 1.2423  0.08
C -2.0031 -4.6591 0.3278  -0.05
C 1.5400 -1.2369 -4.8769  -0.08
C 4.7512 0.7746 3.1892  -0.31
C 1.8716 -1.1196 3.3207  -0.24
H -4.3178 -2.1021 -0.1983  0.12
H -2.9127 1.7467 4.0991  0.09
C -0.5331 2.7263 -5.0156  -0.17
C -4.2601 0.9377 -4.2067  -0.08
H -3.7944 -0.5173 -5.7144  0.10
H 3.1762 -2.6811 0.9874  0.03
As 2.5267 -0.3708 1.6537  1.19
H 2.4040 2.8250 -6.4546  0.03

Forces on atoms 1 to 3 (eV/Å):
H 0.03 0.00 0.02
C 0.32 0.23 -0.26
N 0.01 -0.19 -0.32